Entry 1:
41
Properties=species:S:1:pos:R:3:forces:R:3 method="wB97M-V/def2-TZVPD" lumo_ev=2.24 energy_ev=-104938.8568 total_charge=-1
Au -5.533 -0.802 0.502 0.37 -0.66 0.19
F -7.045 -0.940 -0.699 -0.67 0.24 -0.46
C -0.093 2.069 -1.786 2.01 -0.74 1.26
N -0.146 0.745 -1.081 -0.13 0.28 -0.08
N 0.852 -0.240 -1.381 0.47 2.31 -0.05
C 0.330 -1.513 -1.489 -1.34 1.33 0.05
O 1.012 -2.500 -1.574 0.40 -1.12 -0.16
C -1.102 -1.238 -1.466 -0.24 -0.60 0.29
C -1.336 0.077 -1.238 1.42 -1.32 -0.92
C -2.591 0.792 -1.266 -1.26 1.03 -0.59
C 2.181 0.112 -1.125 0.00 -0.32 0.04
C 3.225 -0.486 -1.851 -1.93 0.68 1.08
C 4.492 -0.059 -1.621 0.91 -1.21 -1.52
C 4.768 0.941 -0.735 1.49 1.03 0.01
C 3.764 1.478 0.003 -1.23 -0.12 -0.09
C 2.449 1.073 -0.175 0.64 0.01 0.03
H 0.993 2.347 -1.751 -1.16 0.12 -0.39
H -0.703 2.837 -1.304 0.33 -0.40 0.45
H -0.484 1.957 -2.761 -0.02 -0.07 -1.41
H -1.828 -2.019 -1.532 -0.40 -0.17 -0.06
H -2.559 1.871 -1.584 0.12 -1.23 0.11
H -2.922 0.789 -0.255 -0.86 0.11 0.93
H -3.321 0.235 -1.874 0.17 0.35 0.34
H 2.922 -1.216 -2.551 0.21 -0.78 -0.68
H 5.230 -0.548 -2.252 0.37 0.37 0.27
H 5.735 1.449 -0.711 -0.02 -0.63 0.16
H 3.954 2.253 0.684 0.33 0.98 0.86
H 1.666 1.537 0.387 -0.37 0.04 0.27
Br 0.245 2.222 3.074 0.24 0.95 0.09
C -0.189 0.421 2.846 -0.36 -0.69 -0.45
C 0.826 -0.510 3.056 -2.73 -0.30 -0.17
N 0.571 -1.862 2.959 1.86 1.97 0.79
C -0.636 -2.181 2.657 -2.60 0.83 -1.63
C -1.708 -1.241 2.325 0.23 -1.09 -0.02
C -1.518 0.110 2.426 2.59 -0.83 0.95
C -3.029 -1.760 1.774 -0.60 -0.56 0.32
O -3.162 -2.952 1.513 0.20 0.66 -0.02
O -3.915 -0.819 1.690 0.81 0.22 0.12
H 1.725 -0.078 3.415 1.18 -0.45 0.09
H -0.867 -3.220 2.493 -0.11 -0.28 0.17
H -2.254 0.867 2.257 -0.33 0.07 -0.18



Entry 2:
38
Properties=species:S:1:pos:R:3:forces:R:3 method="wB97M-V/def2-TZVPD" lumo_ev="-5.31 / -5.58" energy_ev=-232052.5955 multiplicity=2 s_squared=0.79 total_charge=+1
W -0.673 -0.768 -0.642 1.27 -1.46 0.02
O -2.998 0.469 1.057 -0.13 0.06 0.00
C -2.768 0.996 2.355 0.15 -0.08 -0.05
C -1.673 0.143 2.972 -0.10 0.07 -0.14
N -0.486 0.056 2.098 -0.17 -0.08 0.09
C 0.449 -0.958 2.587 -0.09 0.13 -0.12
C 1.500 -1.202 1.519 0.27 -0.14 0.91
O 2.652 -1.406 1.755 -0.15 -0.01 -0.24
O 0.982 -1.197 0.292 -0.28 0.15 -0.71
C 0.177 1.362 1.961 -0.17 -0.18 -0.04
C 0.185 1.876 0.532 0.44 0.61 0.29
O 0.766 2.877 0.226 -0.15 -0.19 -0.05
O -0.531 1.154 -0.328 -0.37 -0.35 -0.42
H -3.817 0.807 0.685 -0.07 0.10 0.02
H -3.660 0.927 2.980 0.00 0.02 0.02
H -2.476 2.048 2.289 -0.01 0.01 0.04
H -2.058 -0.867 3.123 0.04 0.00 0.01
H -1.397 0.546 3.952 -0.01 0.00 0.03
H -0.090 -1.894 2.751 0.01 0.01 -0.02
H 0.939 -0.676 3.521 0.05 0.02 -0.02
H 1.205 1.328 2.325 0.05 -0.03 -0.11
H -0.322 2.129 2.554 0.00 -0.04 0.03
Se -2.218 -2.276 0.677 0.10 0.01 -0.28
Se -2.607 -3.977 -0.842 -0.15 0.35 -0.12
Te -2.437 -2.460 -2.929 -0.74 -0.34 -0.52
Se -2.443 -0.058 -2.332 -0.35 -0.03 0.09
O -0.547 -2.154 -1.786 0.57 1.27 1.42
N 0.996 -0.093 -2.081 0.23 0.13 -0.24
C 1.936 -0.998 -2.396 -0.10 -0.08 0.07
C 3.003 -0.705 -3.216 0.04 0.05 -0.04
C 3.115 0.572 -3.747 -0.09 0.01 0.06
C 2.145 1.509 -3.427 0.16 -0.09 -0.08
C 1.111 1.140 -2.593 -0.26 0.06 0.12
H 1.823 -1.981 -1.961 0.00 0.03 -0.02
H 3.736 -1.469 -3.427 0.00 -0.01 0.01
H 3.945 0.828 -4.392 0.00 0.02 0.00
H 2.184 2.520 -3.806 0.00 0.00 0.00
H 0.351 1.852 -2.307 0.03 -0.02 -0.01



Going through the records in order, we get relative energy (zero: lowest compared OMol25 entry of this formula, charge and spin) values of 8.12 0.00 kcal per mole.